Formula: C40H69BClN5O5
Source: the Open Molecules 2025 dataset
Level of theory: ωB97M-V/def2-TZVPD

Computed properties:
LUMO: 0.3 eV
strongest force on any atom: 0.0306 Eh/bohr
total energy: -73486.850 eV
SMILES string: [H]/N=C\CN[C@@H](CCCCCCCCOC)[C@@H](Cc1ccc(C)cc1)O[C@](CCCC)(CC(=O)Cl)B(O)O.CCCC#N.CCCC#N.CCCC#N

```
121
C40H69BClN5O5, DFT ωB97M-V/def2-TZVPD
H -1.486 0.140 2.793
N -2.040 0.994 2.875
C -1.409 1.945 2.330
C -0.044 1.901 1.676
N 0.709 0.670 1.817
C 0.604 -0.331 0.752
C -0.726 -0.353 -0.010
C -0.890 -1.678 -0.781
C -1.442 -2.778 0.159
C -2.923 -3.119 -0.105
C -3.848 -2.366 0.852
C -5.307 -2.836 0.733
C -6.298 -1.700 1.073
C -6.650 -1.719 2.554
O -5.515 -1.418 3.352
C -5.455 -0.053 3.713
C 1.787 -0.324 -0.269
C 2.582 0.975 -0.342
C 1.919 2.050 -1.186
C 1.864 3.371 -0.719
C 1.294 4.371 -1.506
C 0.776 4.118 -2.779
C 0.203 5.253 -3.585
C 0.818 2.802 -3.244
C 1.391 1.804 -2.453
O 2.554 -1.511 -0.284
C 3.533 -1.826 0.708
C 3.608 -3.372 0.722
C 4.479 -3.978 1.826
C 5.226 -5.208 1.272
C 5.946 -6.029 2.358
C 3.452 -1.192 2.100
C 2.438 -1.602 3.154
O 2.236 -0.898 4.077
Cl 1.511 -3.122 3.108
B 4.958 -1.396 0.083
O 5.429 -1.942 -1.111
O 5.716 -0.427 0.676
H -1.882 2.927 2.342
H 0.530 2.704 2.151
H -0.156 2.218 0.642
H 0.537 0.283 2.734
H 0.657 -1.320 1.213
H -0.734 0.479 -0.718
H -1.571 -0.283 0.667
H 0.046 -1.993 -1.230
H -1.655 -1.510 -1.534
H -0.834 -3.680 0.094
H -1.382 -2.453 1.200
H -3.060 -4.190 0.053
H -3.183 -2.887 -1.137
H -3.761 -1.295 0.680
H -3.498 -2.590 1.858
H -5.471 -3.143 -0.300
H -5.498 -3.673 1.400
H -7.206 -1.820 0.483
H -5.834 -0.742 0.848
H -7.439 -0.988 2.748
H -6.995 -2.711 2.840
H -5.662 0.598 2.861
H -4.445 0.140 4.062
H -6.151 0.164 4.528
H 1.269 -0.357 -1.221
H 3.559 0.810 -0.804
H 2.777 1.429 0.628
H 2.258 3.645 0.250
H 1.248 5.381 -1.118
H -0.733 5.593 -3.145
H 0.901 6.086 -3.525
H 0.094 5.005 -4.634
H 0.423 2.542 -4.216
H 1.433 0.796 -2.849
H 2.580 -3.722 0.762
H 3.994 -3.723 -0.232
H 3.899 -4.349 2.664
H 5.258 -3.304 2.186
H 4.576 -5.808 0.639
H 5.994 -4.809 0.601
H 5.864 -7.086 2.130
H 5.505 -5.827 3.330
H 7.000 -5.772 2.360
H 4.415 -1.374 2.572
H 3.370 -0.111 2.076
H 5.841 -2.789 -0.907
H 6.331 -0.053 0.034
C 3.332 -1.118 -3.812
C 3.131 -0.991 -5.316
C 1.802 -0.318 -5.679
C 0.663 -1.084 -5.168
N -0.222 -1.690 -4.770
H 2.565 -1.749 -3.359
H 4.297 -1.569 -3.584
H 3.297 -0.139 -3.329
H 3.177 -1.982 -5.773
H 3.946 -0.405 -5.745
H 1.699 -0.231 -6.761
H 1.759 0.687 -5.255
C -3.422 5.653 -6.740
C -3.795 6.811 -5.823
C -3.073 8.115 -6.185
C -1.622 7.958 -6.082
N -0.490 7.812 -6.000
H -2.360 5.414 -6.668
H -3.978 4.756 -6.468
H -3.649 5.887 -7.782
H -3.564 6.544 -4.790
H -4.871 6.983 -5.876
H -3.380 8.919 -5.515
H -3.318 8.417 -7.204
C -2.113 0.213 7.508
C -1.180 -0.992 7.503
C -0.437 -1.162 6.173
C -1.383 -1.360 5.075
N -2.161 -1.514 4.248
H -2.899 0.111 6.758
H -2.598 0.317 8.479
H -1.565 1.135 7.304
H -1.754 -1.895 7.718
H -0.443 -0.885 8.301
H 0.231 -2.022 6.209
H 0.168 -0.282 5.957
```


Formula: C40H69BrF4N2O4S
Source: the Open Molecules 2025 dataset
Level of theory: ωB97M-V/def2-TZVPD

Computed properties:
LUMO: 0.4 eV
strongest force on any atom: 0.0384 Eh/bohr
total energy: -145515.087 eV
SMILES string: CCCNc1cc2c(c([C@@H](C)CC)c1)N([C@H](Br)CC)c1c(cccc1C(F)(F)C(F)F)S2.CCOCC.CCOCC.CCOCC.CCOCC

```
121
C40H69BrF4N2O4S, DFT ωB97M-V/def2-TZVPD
C 4.583 -2.277 3.156
C 4.363 -0.782 2.798
C 3.152 -0.541 1.865
N 2.337 0.607 2.311
C 0.943 0.292 2.453
C 0.479 -0.794 3.175
C -0.863 -0.988 3.265
C -1.825 -0.168 2.675
C -1.348 0.914 1.912
C -2.114 1.991 1.139
C -3.485 1.587 0.604
C -2.133 3.376 1.873
C -2.193 3.328 3.396
C 0.025 1.092 1.842
N -3.237 -0.470 2.817
C -3.925 0.178 3.955
Br -2.777 0.647 5.501
C -5.153 -0.576 4.511
C -4.855 -1.628 5.614
C -3.554 -1.865 2.652
C -2.819 -2.875 3.253
C -3.094 -4.201 3.103
C -4.147 -4.615 2.332
C -4.891 -3.647 1.716
C -4.608 -2.309 1.846
C -5.530 -1.389 1.043
F -5.731 -0.177 1.586
F -6.770 -1.997 1.021
C -5.109 -1.308 -0.445
F -5.340 -2.515 -1.029
F -5.847 -0.387 -1.102
S -1.434 -2.365 4.242
H 5.656 -2.392 3.344
H 4.065 -2.530 4.086
H 4.292 -2.949 2.345
H 5.256 -0.446 2.259
H 4.306 -0.234 3.743
H 2.561 -1.453 1.732
H 3.539 -0.294 0.866
H 2.686 1.024 3.164
H 1.183 -1.457 3.670
H -1.498 2.190 0.251
H -3.801 2.149 -0.278
H -4.226 1.807 1.384
H -3.535 0.513 0.466
H -2.886 4.041 1.438
H -1.163 3.831 1.626
H -2.073 4.362 3.752
H -3.177 3.023 3.757
H -1.383 2.763 3.854
H 0.416 1.938 1.280
H -4.303 1.135 3.588
H -5.798 -0.993 3.740
H -5.751 0.192 5.015
H -5.590 -2.438 5.622
H -4.928 -1.117 6.578
H -3.844 -2.032 5.560
H -2.467 -4.950 3.581
H -4.371 -5.666 2.203
H -5.713 -3.984 1.097
H -4.044 -1.104 -0.582
C 2.135 -6.084 -0.162
C 3.600 -5.785 -0.436
O 4.408 -5.763 0.727
C 4.459 -6.962 1.479
C 4.995 -8.153 0.702
H 1.721 -5.354 0.537
H 1.562 -6.047 -1.089
H 1.995 -7.073 0.277
H 3.683 -4.791 -0.878
H 4.009 -6.486 -1.171
H 3.475 -7.186 1.905
H 5.122 -6.759 2.321
H 4.362 -8.404 -0.151
H 5.048 -9.030 1.348
H 5.994 -7.939 0.319
C 0.579 1.844 -3.409
C -0.698 2.666 -3.447
O -0.621 3.870 -2.704
C 0.374 4.792 -3.111
C 0.221 5.267 -4.546
H 0.845 1.603 -2.377
H 0.448 0.915 -3.966
H 1.422 2.378 -3.849
H -1.506 2.081 -3.002
H -0.998 2.874 -4.479
H 1.372 4.371 -2.945
H 0.283 5.647 -2.439
H 0.310 4.448 -5.260
H 0.990 6.004 -4.783
H -0.759 5.725 -4.692
C 4.905 3.018 0.938
C 3.592 3.783 0.939
O 3.637 4.988 1.686
C 4.576 5.956 1.258
C 4.362 6.433 -0.168
H 5.212 2.785 1.960
H 4.800 2.085 0.382
H 5.712 3.590 0.477
H 2.824 3.164 1.402
H 3.254 3.982 -0.085
H 5.597 5.580 1.393
H 4.466 6.802 1.938
H 4.469 5.623 -0.892
H 5.090 7.205 -0.422
H 3.359 6.847 -0.284
C -0.347 0.799 -9.445
C 0.440 0.576 -8.164
O -0.150 1.165 -7.019
C -1.451 0.718 -6.681
C -1.530 -0.772 -6.391
H -0.477 1.866 -9.630
H 0.178 0.356 -10.292
H -1.340 0.351 -9.397
H 1.423 1.035 -8.265
H 0.613 -0.493 -7.995
H -2.166 1.002 -7.461
H -1.737 1.269 -5.785
H -1.260 -1.374 -7.260
H -2.544 -1.045 -6.097
H -0.847 -1.039 -5.582
```